54
Properties=species:S:1:pos:R:3 method="wB97M-V/def2-TZVPD" charge=0 orbital_gap_ha=0.2856 de_lowest_kcal_mol=0.0 lumo_ev=-0.427
Co -1.562 1.806 0.128
O 0.812 -1.729 -3.000
C -0.393 -2.267 -2.724
C -0.638 -3.559 -3.185
C -1.862 -4.159 -2.964
C -2.869 -3.490 -2.270
C -2.618 -2.224 -1.782
C -1.389 -1.599 -1.995
C -1.165 -0.255 -1.431
O -1.984 0.167 -0.511
N -0.178 0.465 -1.851
N -0.216 1.729 -1.241
C 0.825 2.455 -1.458
S 2.192 1.773 -2.300
C 3.300 3.122 -1.820
C 2.512 4.411 -1.899
S 0.922 4.156 -1.072
H 0.798 -0.797 -2.700
H 0.150 -4.066 -3.727
H -2.037 -5.160 -3.337
H -3.832 -3.957 -2.115
H -3.373 -1.686 -1.224
H 4.144 3.117 -2.507
H 3.638 2.932 -0.802
H 2.329 4.709 -2.931
H 3.017 5.218 -1.370
O -2.795 4.979 -0.769
N -2.376 3.909 -0.480
O -1.440 3.714 0.368
O -2.789 2.814 -0.979
N 2.452 -4.464 1.694
C 2.136 -3.126 1.783
C 1.561 -2.608 2.949
C 1.289 -1.260 3.057
C 1.583 -0.407 1.996
C 2.157 -0.909 0.833
C 2.427 -2.258 0.727
S 1.215 1.296 2.107
O 2.030 1.985 1.154
O 1.221 1.679 3.491
N -0.329 1.373 1.595
C -1.383 1.347 2.449
S -1.589 1.139 4.149
C -3.311 1.201 3.907
C -3.622 1.393 2.613
N -2.516 1.479 1.798
H 2.046 -5.099 2.357
H 2.662 -4.848 0.790
H 1.334 -3.274 3.773
H 0.861 -0.861 3.967
H 2.380 -0.241 0.011
H 2.868 -2.650 -0.183
H -3.987 1.109 4.740
H -4.610 1.475 2.191